{
  "formula": "C11H27F3InO5",
  "method": "ωB97M-V/def2-TZVPD",
  "gap_ev": 7.92,
  "max_force_ev_per_a": 3.76,
  "total_charge": -1,
  "molar_mass_g_mol": 411.14,
  "energy_ev": -35404.267,
  "elements": ["C", "C", "O", "In", "C", "F", "F", "F", "H", "H", "H", "H", "H", "H", "H", "C", "O", "C", "C", "O", "C", "H", "H", "H", "H", "H", "H", "H", "H", "H", "H", "C", "O", "C", "C", "O", "C", "H", "H", "H", "H", "H", "H", "H", "H", "H", "H"],
  "coordinates": [[3.9680, 0.8053, 2.1325], [2.4838, 0.8263, 2.8980], [1.9698, 2.1966, 2.7467], [0.0003, 2.2436, 2.0319], [-1.2453, 0.4172, 2.5185], [-1.9741, 0.0190, 1.2582], [-0.4992, -0.7283, 3.0882], [-2.3378, 0.7602, 3.4980], [3.9237, 1.3311, 1.0640], [4.8205, 1.2821, 2.8117], [4.1850, -0.3444, 1.9293], [1.8483, -0.0031, 2.3654], [2.6028, 0.6463, 4.0717], [-0.1240, 2.5608, 0.2374], [-0.8106, 3.6851, 2.8133], [4.0291, 1.9118, -2.3646], [2.7468, 2.3141, -1.8960], [2.5416, 3.7247, -2.0256], [1.6431, 4.0463, -3.2223], [2.3005, 3.7493, -4.4590], [1.8331, 2.5361, -5.0377], [4.0508, 0.8197, -2.4102], [4.2371, 2.3053, -3.3635], [4.8004, 2.2484, -1.6658], [3.4983, 4.2557, -2.0973], [2.0408, 4.0578, -1.1109], [1.4328, 5.1207, -3.2252], [0.6845, 3.5160, -3.1496], [0.8203, 2.6769, -5.4273], [1.8421, 1.7139, -4.3179], [2.4933, 2.2768, -5.8692], [-5.6606, -4.4692, 1.0627], [-4.9958, -3.3702, 0.4495], [-4.1952, -2.6346, 1.3803], [-2.7100, -2.9677, 1.2181], [-2.4334, -4.3134, 1.6209], [-2.2635, -5.1830, 0.5073], [-6.0983, -5.0885, 0.2751], [-4.9708, -5.0855, 1.6460], [-6.4648, -4.1021, 1.7069], [-4.5284, -2.8110, 2.4101], [-4.3435, -1.5732, 1.1569], [-2.1293, -2.3139, 1.8769], [-2.3760, -2.7893, 0.1876], [-1.3125, -4.9683, 0.0106], [-3.0843, -5.0902, -0.2081], [-2.2394, -6.2114, 0.8766]],
  "atomic_forces_ev_per_a": [[-0.334, -0.955, 0.197], [1.292, 1.551, -0.524], [-0.249, -2.559, 0.024], [-0.220, 1.627, -0.395], [-1.084, -0.393, 0.528], [1.385, 0.015, 3.324], [-2.638, 1.935, -1.455], [2.403, -1.659, -2.370], [-0.105, -0.963, 2.505], [-1.853, -1.008, -1.571], [0.005, 2.296, 0.464], [0.976, 1.445, 1.224], [-0.159, -0.165, -2.527], [0.238, -0.389, 0.579], [0.321, -0.624, -0.085], [-0.330, -0.058, 0.161], [0.432, 0.289, -0.437], [-0.598, -0.390, 0.071], [0.534, 0.144, 0.093], [-0.242, -0.389, 0.064], [0.181, 0.228, -0.016], [-0.098, 0.126, 0.099], [0.016, 0.049, 0.013], [0.126, 0.011, -0.051], [-0.067, -0.064, -0.130], [-0.014, -0.034, -0.043], [-0.005, -0.020, 0.041], [0.212, -0.014, 0.071], [-0.067, -0.120, 0.014], [-0.052, 0.041, 0.029], [-0.023, 0.137, 0.079], [0.123, 0.226, -0.305], [-0.131, -0.449, 0.381], [0.399, 0.165, -0.541], [-0.199, 0.110, 0.664], [-0.154, -0.237, -0.578], [0.011, 0.092, 0.405], [0.048, 0.149, 0.010], [-0.008, 0.055, 0.031], [-0.037, -0.088, 0.119], [0.099, -0.082, -0.096], [0.097, -0.062, 0.061], [-0.114, -0.088, -0.157], [-0.139, -0.033, 0.132], [-0.015, -0.023, -0.134], [0.010, 0.052, -0.035], [0.024, 0.123, 0.066]],
  "mulliken_charge": [-0.615, -0.018, -0.684, 0.730, 0.412, -0.264, -0.263, -0.290, -0.002, 0.233, 0.261, 0.135, 0.141, -0.389, -0.325, -0.884, -0.250, -0.542, -0.488, -0.381, -0.685, 0.255, 0.389, 0.318, 0.349, 0.373, 0.361, 0.318, 0.326, 0.294, 0.240, -0.727, -0.377, -0.462, -0.067, -0.398, -0.743, 0.240, 0.314, 0.324, 0.324, 0.339, -0.037, 0.331, 0.324, 0.314, 0.249]
}